Entry 1:
The following is a DFT calculation (ωB97M-V/def2-TZVPD) of a molecular structure, C26H49AsN2O6PS2V at a distorted geometry.

Last column: Löwdin charge in e.
Geometry (Å):
V  0.488  0.880  0.027  0.462
C  -1.602  2.518  -2.685  -0.090
C  -0.427  2.459  -3.664  -0.375
C  0.631  3.501  -3.278  -0.072
C  0.205  1.085  -3.857  -0.153
C  0.065  0.501  -5.114  -0.069
C  0.723  -0.671  -5.466  -0.121
C  1.605  -1.225  -4.549  -0.094
C  1.774  -0.696  -3.274  -0.166
C  2.883  -1.302  -2.421  -0.360
C  3.951  -0.243  -2.124  -0.067
C  2.437  -1.985  -1.123  -0.067
C  0.997  0.428  -2.873  -0.284
N  1.011  0.836  -1.565  -0.141
H  -2.116  3.482  -2.782  0.072
H  -1.258  2.409  -1.659  0.028
H  -2.321  1.717  -2.873  0.072
H  -0.818  2.736  -4.647  0.114
H  1.057  3.265  -2.304  0.063
H  0.182  4.498  -3.227  0.070
H  1.440  3.524  -4.013  0.077
H  -0.571  0.995  -5.843  0.101
H  0.596  -1.107  -6.450  0.086
H  2.191  -2.096  -4.829  0.103
H  3.344  -2.073  -3.046  0.116
H  3.509  0.573  -1.554  0.042
H  4.352  0.172  -3.052  0.079
H  4.777  -0.669  -1.546  0.075
H  2.047  -1.265  -0.408  0.034
H  3.295  -2.499  -0.670  0.069
H  1.648  -2.719  -1.304  0.060
C  3.610  1.673  1.272  -0.013
C  2.405  2.415  1.824  -0.691
O  2.524  3.012  2.892  -0.011
O  1.328  2.397  1.105  -0.200
H  4.459  2.357  1.239  0.077
H  3.418  1.268  0.281  0.038
H  3.857  0.855  1.948  0.060
C  -4.905  1.804  1.087  -0.076
C  -3.427  1.943  0.801  -0.309
O  -2.706  1.570  1.979  -0.310
P  -1.191  0.930  2.023  0.774
O  -1.466  -0.562  2.628  -0.380
C  -2.662  -0.931  3.318  -0.283
C  -3.538  -1.765  2.412  -0.072
O  -0.775  1.598  3.441  -0.283
C  -0.629  3.035  3.485  -0.282
C  -1.514  3.566  4.589  -0.079
H  -5.485  2.242  0.272  0.074
H  -5.163  2.317  2.015  0.074
H  -5.186  0.753  1.185  0.063
H  -3.180  2.980  0.560  0.115
H  -3.135  1.323  -0.045  0.040
H  -3.185  -0.042  3.668  0.109
H  -2.356  -1.508  4.197  0.111
H  -3.882  -1.177  1.561  0.059
H  -4.403  -2.136  2.969  0.076
H  -2.983  -2.615  2.011  0.057
H  -0.913  3.469  2.523  0.108
H  0.424  3.257  3.636  0.091
H  -2.558  3.307  4.401  0.067
H  -1.425  4.655  4.647  0.072
H  -1.222  3.143  5.553  0.071
C  3.134  -2.257  2.798  -0.202
As  1.346  -1.570  2.762  1.018
C  0.271  -3.061  2.248  -0.197
C  1.023  -1.024  4.562  -0.185
O  1.349  -0.308  1.683  -0.550
H  3.211  -3.145  3.425  0.037
H  3.801  -1.479  3.162  0.035
H  3.400  -2.499  1.770  0.025
H  -0.360  -3.392  3.072  0.043
H  0.926  -3.867  1.925  0.040
H  -0.350  -2.738  1.415  -0.028
H  1.083  -1.883  5.229  0.040
H  0.054  -0.535  4.620  0.020
H  1.794  -0.294  4.803  0.050
S  -1.440  -0.535  -0.620  0.684
C  -1.105  -1.960  -1.408  -1.047
N  -1.096  -2.080  -2.818  -0.090
C  -0.556  -3.362  -3.220  -0.290
C  -1.283  -4.401  -2.357  -0.445
S  -1.640  -3.549  -0.780  0.830
H  -0.682  -1.274  -3.275  0.072
H  0.525  -3.436  -3.045  0.093
H  -0.748  -3.523  -4.281  0.114
H  -0.661  -5.274  -2.166  0.060
H  -2.225  -4.713  -2.804  0.059

The energy relative to the best compared isomer or geometry (same formula, charge and spin) comes out at 3.547 eV. For the orbital gap (spin up / spin down), the calculation gives 3.922 / 3.610 eV. The spin multiplicity is 2. The total charge is -1. The molar mass is 706.66 u. For the max |F|, the calculation gives 2.38 eV Å⁻¹.



Entry 2:
The following is a DFT calculation (ωB97M-V/def2-TZVPD) of a molecular structure, C2H4N3P at a distorted geometry.

Last column: natural (NBO) charge in e.
Geometry (Å):
C  -0.700  0.102  1.753  0.043
C  -1.177  1.283  1.076  0.020
N  -0.719  -0.987  1.034  -0.771
N  -1.439  1.029  -0.158  -0.774
N  0.718  -0.928  -1.863  -0.743
P  -1.441  -0.640  -0.423  1.186
H  -0.380  0.056  2.750  0.194
H  -1.449  2.304  1.478  0.212
H  0.556  -1.719  -2.483  0.317
H  0.859  -0.205  -2.535  0.316

The energy relative to the best compared isomer or geometry (same formula, charge and spin) comes out at 2.458 eV. For the orbital gap (spin up / spin down), the calculation gives 7.310 / 8.260 eV. The molar mass is 101.05 u. For the max |F|, the calculation gives 1.83 eV Å⁻¹.



- Which value of max |F| does entry 1 give?
  2.38 eV Å⁻¹



- Number 1 is which compound?
  C26H49AsN2O6PS2V



- Look up the max |F| of the second one.
  1.83 eV Å⁻¹